<w>
A cluster of 2 separate species, C2H4FN in total, computed with ωB97M-V/def2-TZVPD.

Output
LUMO energy = 0.001 eV
2S+1 = 1
Charge = 0
HOMO level = -10.36 eV
Frontier orbital gap = 0.3809 Eh

Bonds (Å) are listed after each position.
Positions of all 8 atoms, in Å:
1 C -0.0439 0.3939 0.2109  C2 1.401, N3 1.172
2 C 0.4361 -0.9098 0.0304  C1 1.401, H5 1.117, H6 1.050, H7 1.232
3 N -0.6385 1.1171 0.9155  C1 1.172, H8 0.991
4 F -0.1350 1.0320 -1.7604  no bonds
5 H 1.1941 -1.1086 0.8262  C2 1.117
6 H 0.6680 -0.9376 -0.9929  C2 1.050
7 H -0.5599 -1.6351 0.0436  C2 1.232
8 H -0.9209 2.0481 0.7266  N3 0.991

---

<x>
An isolated molecule of C2H4FN, computed with ωB97M-V/def2-TZVPD.

Output
LUMO energy (spin up / spin down) = 0.051 / 0.103 eV
2S+1 = 1
Charge = 0
HOMO level (spin up / spin down) = -9.82 / -9.23 eV
SMILES = C/C=N/F
Frontier orbital gap (spin up / spin down) = 0.3627 / 0.3430 Eh

Bonds (Å) are listed after each position.
Positions of all 8 atoms, in Å:
1 C 0.2840 0.3675 0.0160  C2 1.452, N3 1.633, H5 1.075
2 C -1.0185 -0.2728 -0.0115  C1 1.452, H6 1.087, H7 1.094, H8 1.089
3 N 1.6450 -0.5321 0.0817  C1 1.633, F4 1.356
4 F 2.6900 0.3327 0.0780  N3 1.356
5 H 0.4720 1.4234 -0.0494  C1 1.075
6 H -1.0306 -1.1724 0.5994  C2 1.087
7 H -1.2594 -0.5738 -1.0355  C2 1.094
8 H -1.7825 0.4275 0.3213  C2 1.089

---

Most stable of them? <w>.

---

<w>
The ion C5H9N2S with charge +1, computed with ωB97M-V/def2-TZVPD.

Output
LUMO energy = -3.710 eV
2S+1 = 1
Charge = +1
HOMO level = -12.97 eV
Frontier orbital gap = 0.3404 Eh

Bonds (Å) are listed after each position.
Positions of all 17 atoms, in Å:
1 C -1.3282 0.8957 -1.3315  C2 1.389, S8 1.794, H9 1.069
2 C -0.0325 0.7048 -0.8704  C1 1.389, C4 1.491, N6 1.344
3 C -1.1426 -0.7563 0.4303  N6 1.328, N7 1.337, S8 1.723
4 C 1.1578 1.5520 -1.1684  C2 1.491, H10 1.081, H11 1.069, H12 1.039
5 C 1.0205 -0.4277 1.1207  N6 1.450, H13 1.106, H14 1.071, H15 1.090
6 N 0.0315 -0.2483 0.0755  C2 1.344, C3 1.328, C5 1.450
7 N -1.1290 -1.8472 1.2029  C3 1.337, H16 1.050, H17 1.018
8 S -2.4866 -0.1754 -0.4777  C1 1.794, C3 1.723
9 H -1.8185 1.3145 -2.1845  C1 1.069
10 H 0.8163 2.4791 -1.6061  C4 1.081
11 H 1.7800 1.7683 -0.3261  C4 1.069
12 H 1.7509 0.9989 -1.8175  C4 1.039
13 H 1.9919 0.0515 0.8993  C5 1.106
14 H 0.5543 -0.1295 2.0376  C5 1.071
15 H 1.1824 -1.4938 1.2818  C5 1.090
16 H -0.3236 -2.3670 1.6303  N7 1.050
17 H -2.0247 -2.3198 1.1039  N7 1.018

---

<x>
The ion C5H9N2S with charge +1, computed with ωB97M-V/def2-TZVPD.

Output
LUMO energy = -5.076 eV
2S+1 = 1
Charge = +1
HOMO level = -13.45 eV
SMILES = SCC1=[NH+]CCC=N1
Frontier orbital gap = 0.3078 Eh

Bonds (Å) are listed after each position.
Positions of all 17 atoms, in Å:
1 C 0.1261 -0.2110 -1.7244  C3 1.490, N6 1.275, H9 1.081
2 C -0.4644 0.4792 0.3719  C5 1.476, N6 1.351, N7 1.315
3 C 1.5139 -0.4825 -1.2553  C1 1.490, C4 1.535, H10 1.088, H11 1.095
4 C 1.3916 -1.0453 0.1674  C3 1.535, N7 1.454, H12 1.097, H13 1.091
5 C -1.3758 1.3531 1.1364  C2 1.476, S8 1.848, H14 1.086, H15 1.087
6 N -0.7481 0.2731 -0.9331  C1 1.275, C2 1.351
7 N 0.4969 -0.2071 0.9500  C2 1.315, C4 1.454, H16 1.013
8 S -2.7362 0.1469 1.4646  C5 1.848, H17 1.333
9 H -0.1829 -0.4201 -2.7393  C1 1.081
10 H 2.0237 -1.1891 -1.9071  C3 1.088
11 H 2.0890 0.4489 -1.2555  C3 1.095
12 H 1.0003 -2.0700 0.1446  C4 1.097
13 H 2.3654 -1.0640 0.6580  C4 1.091
14 H -1.7516 2.1941 0.5612  C5 1.086
15 H -0.9751 1.6746 2.0944  C5 1.087
16 H 0.6052 -0.2013 1.9569  N7 1.013
17 H -3.3777 0.3207 0.3094  S8 1.333

---

Most stable of them? <x>.